1.
26 unconnected molecules or ions with the total composition C73H214N34O26, computed with ωB97M-V/def2-TZVPD.

The geometry in ORCA input format:
```
! wB97M-V def2-TZVPD RIJCOSX def2/J DEFGRID3
* xyz 0 1
O 1.206 -4.597 6.584
H 1.188 -4.897 5.667
H 0.848 -5.353 7.062
C -1.325 6.507 0.883
C -1.427 6.809 -0.644
C -0.280 7.716 -1.027
O 0.923 7.033 -0.814
C 1.977 7.941 -0.417
N -1.375 5.618 -1.512
H -1.983 5.733 1.271
H -1.462 7.461 1.429
H -0.293 6.122 1.132
H -2.350 7.417 -0.878
H -0.294 8.680 -0.491
H -0.288 8.164 -2.032
H 2.013 8.708 -1.202
H 2.943 7.455 -0.403
H 1.692 8.331 0.535
H -0.546 5.170 -1.266
H -2.258 5.127 -1.351
C -4.519 4.681 5.100
C -3.512 5.401 4.222
C -4.226 6.602 3.597
O -5.374 6.304 2.873
C -4.991 5.905 1.565
N -2.295 5.946 4.881
H -4.460 5.090 6.152
H -4.503 3.568 5.057
H -5.531 5.013 4.729
H -3.287 4.685 3.399
H -3.467 7.197 3.024
H -4.522 7.245 4.428
H -5.735 6.222 0.813
H -4.833 4.807 1.463
H -4.077 6.401 1.258
H -1.942 6.662 4.273
H -2.566 6.539 5.703
C -5.090 -5.445 2.510
C -3.937 -4.810 1.703
C -2.627 -5.602 1.708
O -1.737 -4.910 0.786
C -0.692 -5.852 0.467
N -4.357 -4.751 0.280
H -5.759 -6.138 1.925
H -5.737 -4.631 2.803
H -4.786 -6.038 3.391
H -3.787 -3.769 2.096
H -2.901 -6.614 1.291
H -2.159 -5.716 2.653
H 0.021 -5.340 -0.126
H -1.003 -6.710 -0.165
H -0.137 -6.180 1.378
H -5.399 -4.505 0.261
H -3.900 -4.099 -0.305
C 5.830 1.479 0.386
C 5.355 2.918 0.500
C 6.027 3.483 1.718
O 7.460 3.216 1.718
C 8.068 3.776 2.879
N 5.637 3.681 -0.722
H 5.346 1.024 -0.454
H 5.672 0.969 1.349
H 6.899 1.499 0.347
H 4.243 2.989 0.768
H 5.573 3.018 2.648
H 5.806 4.556 1.822
H 9.092 3.394 2.810
H 7.649 3.423 3.840
H 8.059 4.860 2.805
H 6.599 3.627 -0.967
H 5.349 4.628 -0.542
C -0.195 -7.137 -5.339
C -0.557 -7.252 -3.870
C -1.923 -6.687 -3.478
O -1.853 -5.249 -3.569
C -3.121 -4.654 -3.675
N -0.452 -8.656 -3.400
H -0.982 -7.755 -5.836
H 0.789 -7.572 -5.644
H -0.161 -6.147 -5.696
H 0.184 -6.753 -3.294
H -2.281 -7.034 -2.485
H -2.661 -7.018 -4.237
H -3.805 -5.113 -4.406
H -2.989 -3.603 -3.909
H -3.513 -4.567 -2.658
H -1.042 -9.190 -4.013
H 0.516 -8.890 -3.497
C -3.565 -1.291 -5.779
C -2.317 -1.908 -6.443
C -2.380 -1.856 -7.971
O -1.216 -2.501 -8.532
C -1.511 -2.957 -9.854
N -1.174 -1.264 -5.944
H -3.435 -1.433 -4.675
H -4.538 -1.813 -5.868
H -3.695 -0.263 -6.050
H -2.227 -2.984 -6.157
H -2.385 -0.842 -8.339
H -3.297 -2.353 -8.363
H -1.720 -2.203 -10.586
H -2.386 -3.632 -9.847
H -0.651 -3.563 -10.169
H -1.261 -0.229 -5.761
H -0.239 -1.592 -6.135
C -0.388 6.814 -6.142
C -1.683 6.566 -5.449
C -2.041 5.009 -5.692
O -3.432 4.823 -5.414
C -3.984 3.585 -5.819
N -1.788 7.024 -4.092
H -0.416 6.452 -7.193
H 0.503 6.341 -5.682
H -0.150 7.913 -6.186
H -2.359 7.157 -6.061
H -1.505 4.277 -5.073
H -1.814 4.803 -6.721
H -4.359 3.702 -6.857
H -4.837 3.390 -5.137
H -3.302 2.770 -5.882
H -2.712 7.398 -3.877
H -1.427 6.411 -3.362
C 1.120 -1.878 0.360
C 0.565 -0.471 0.161
C -0.243 -0.042 1.436
O -0.577 1.366 1.368
C -0.736 1.948 2.651
N 1.641 0.496 -0.233
H 1.782 -1.983 1.202
H 1.841 -2.082 -0.484
H 0.328 -2.607 0.324
H -0.142 -0.393 -0.628
H 0.408 -0.141 2.323
H -1.176 -0.653 1.597
H 0.007 1.528 3.378
H -1.756 1.867 2.995
H -0.563 2.989 2.517
H 1.160 1.400 -0.391
H 2.246 0.367 0.592
C 3.818 -9.853 -1.959
C 3.776 -8.329 -1.916
C 4.542 -7.880 -3.176
O 5.738 -8.566 -3.178
C 6.474 -8.343 -4.337
N 2.384 -7.805 -1.907
H 3.324 -10.072 -2.945
H 3.286 -10.330 -1.163
H 4.840 -10.252 -1.927
H 4.283 -8.118 -0.978
H 4.712 -6.785 -3.176
H 3.886 -8.184 -3.990
H 6.677 -7.367 -4.710
H 6.099 -8.813 -5.237
H 7.526 -8.781 -4.212
H 1.898 -8.290 -1.176
H 2.383 -6.896 -1.374
C -8.124 3.702 1.217
C -7.092 2.565 1.359
C -6.815 2.354 2.866
O -6.029 1.214 3.105
C -4.673 1.347 2.746
N -7.373 1.305 0.512
H -8.234 3.977 0.098
H -7.859 4.555 1.869
H -9.084 3.311 1.552
H -6.161 2.921 0.881
H -7.695 2.054 3.441
H -6.410 3.228 3.287
H -4.432 0.469 2.059
H -4.009 1.224 3.596
H -4.588 2.313 2.206
H -8.170 0.920 1.029
H -6.540 0.717 0.716
C 5.559 2.497 -5.249
C 6.637 1.408 -5.408
C 6.076 0.058 -5.790
O 5.396 -0.487 -4.688
C 4.442 -1.457 -5.107
N 7.734 1.830 -6.269
H 5.997 3.423 -4.948
H 4.947 2.077 -4.467
H 4.921 2.643 -6.106
H 7.064 1.306 -4.406
H 6.913 -0.495 -6.215
H 5.374 0.176 -6.628
H 4.265 -1.986 -4.168
H 4.891 -2.193 -5.724
H 3.644 -0.877 -5.552
H 7.888 1.495 -7.196
H 8.046 2.748 -6.170
C -7.120 3.740 -2.721
C -6.003 4.174 -1.715
C -4.789 3.256 -1.757
O -3.888 3.473 -0.697
C -3.060 2.358 -0.338
N -5.746 5.645 -1.924
H -6.787 3.951 -3.765
H -7.897 4.481 -2.579
H -7.501 2.737 -2.549
H -6.432 4.229 -0.739
H -4.350 3.435 -2.756
H -4.968 2.151 -1.797
H -3.540 1.410 -0.564
H -2.859 2.430 0.715
H -2.068 2.410 -0.825
H -5.654 5.839 -2.936
H -4.774 5.795 -1.524
C -6.543 2.031 8.413
C -5.733 1.853 7.150
C -4.389 1.294 7.534
O -3.481 1.289 6.462
C -2.650 0.092 6.337
N -6.422 1.081 6.157
H -6.108 2.857 8.955
H -6.253 1.174 9.112
H -7.564 2.118 8.188
H -5.580 2.920 6.769
H -4.417 0.301 8.065
H -4.022 1.979 8.330
H -3.224 -0.833 6.471
H -1.756 0.048 6.964
H -2.348 0.095 5.277
H -5.719 0.770 5.518
H -6.926 0.272 6.537
C -6.333 -2.125 -2.401
C -5.797 -0.894 -1.632
C -4.342 -0.838 -1.961
O -3.795 -2.132 -1.894
C -2.391 -2.200 -1.563
N -6.393 0.357 -2.027
H -5.587 -2.862 -2.132
H -6.307 -1.956 -3.447
H -7.344 -2.354 -2.039
H -5.975 -1.051 -0.560
H -3.779 -0.146 -1.298
H -4.244 -0.471 -3.012
H -2.128 -1.284 -1.000
H -1.846 -2.129 -2.484
H -2.003 -3.042 -0.933
H -6.890 0.706 -1.245
H -7.092 0.140 -2.744
C 3.017 4.879 -3.708
C 2.158 3.825 -3.000
C 1.428 3.017 -4.012
O 0.581 2.243 -3.227
C -0.270 1.389 -3.948
N 2.935 3.070 -2.030
H 3.613 4.392 -4.525
H 3.678 5.278 -2.961
H 2.336 5.587 -4.206
H 1.377 4.340 -2.442
H 1.937 2.306 -4.654
H 0.867 3.596 -4.729
H -0.526 0.486 -3.344
H 0.142 0.954 -4.924
H -1.214 1.822 -4.195
H 2.907 2.043 -2.184
H 3.855 3.483 -1.980
C 8.206 0.074 3.948
C 9.241 -1.021 3.720
C 8.451 -2.332 3.487
O 7.349 -2.469 4.392
C 6.657 -3.689 4.116
N 10.120 -0.799 2.603
H 7.462 0.043 3.164
H 8.681 1.081 3.893
H 7.704 -0.052 4.925
H 9.865 -1.110 4.586
H 9.121 -3.232 3.483
H 8.039 -2.248 2.480
H 7.423 -4.529 4.032
H 6.080 -3.732 3.207
H 5.994 -3.899 5.020
H 10.734 -0.053 2.865
H 9.549 -0.530 1.816
C 2.959 -4.953 1.925
O 2.615 -6.143 1.826
N 2.799 -4.276 3.060
N 3.728 -4.393 0.888
H 2.904 -3.298 3.121
H 2.153 -4.710 3.710
H 3.646 -5.032 0.050
H 3.814 -3.342 0.768
C 0.120 -6.992 3.884
O 0.488 -5.836 4.158
N -1.090 -7.402 4.259
N 0.897 -7.871 3.327
H -1.607 -7.953 3.622
H -1.645 -6.617 4.568
H 0.760 -8.908 3.433
H 1.769 -7.542 2.896
C 3.590 -0.205 3.030
O 3.196 0.511 2.103
N 3.254 0.004 4.366
N 4.507 -1.305 2.786
H 2.589 0.754 4.606
H 3.685 -0.521 5.101
H 4.742 -1.352 1.824
H 5.274 -1.414 3.495
C 4.840 -1.233 -0.965
O 4.521 -1.728 0.112
N 5.935 -1.643 -1.646
N 3.981 -0.417 -1.712
H 6.225 -1.172 -2.475
H 6.611 -2.195 -1.145
H 3.172 0.066 -1.286
H 4.448 0.019 -2.488
C -1.516 -3.588 4.966
O -2.287 -4.538 4.818
N -1.416 -2.826 6.084
N -0.727 -3.114 3.968
H -2.236 -2.939 6.753
H -0.952 -1.941 5.983
H -0.510 -3.622 3.078
H -0.007 -2.414 4.204
C 1.248 -0.652 6.969
O 0.403 -0.401 6.132
N 1.902 0.320 7.657
N 1.567 -1.968 7.211
H 2.586 0.041 8.296
H 1.921 1.227 7.145
H 2.223 -2.227 7.913
H 0.978 -2.725 6.943
C 2.060 4.542 2.146
O 1.948 5.641 2.713
N 2.409 3.457 2.886
N 1.865 4.414 0.826
H 2.568 2.576 2.374
H 2.730 3.647 3.802
H 2.151 5.247 0.366
H 1.965 3.549 0.367
C 0.682 3.265 5.706
O 1.877 2.846 5.786
N 0.483 4.566 5.546
N -0.367 2.467 5.936
H -0.432 4.890 5.322
H 1.279 5.073 5.287
H -0.211 1.493 6.214
H -1.274 2.939 5.988
C 1.916 -3.307 -2.581
O 3.003 -3.499 -2.056
N 1.567 -2.071 -3.171
N 0.945 -4.260 -2.665
H 0.582 -1.877 -3.314
H 2.164 -1.230 -2.816
H 0.114 -4.154 -3.226
H 1.164 -5.240 -2.576
*
```

Summary:
Energy above the lowest of the compared OMol25 structures with the same formula, charge and spin in kJ/mol: 0.0
Energy in Eh: -6727.685711
Strongest force on any atom in eV/Å: 4.45
HOMO-LUMO gap in eV: 8.78
HOMO in eV: -8.319

These are the Löwdin partial charges, in e, on atoms 1 to 99:
1 O -0.061
2 H 0.000
3 H 0.060
4 C -0.048
5 C -0.389
6 C -0.256
7 O -0.227
8 C -0.062
9 N 0.071
10 H 0.050
11 H 0.082
12 H 0.074
13 H 0.149
14 H 0.121
15 H 0.117
16 H 0.092
17 H 0.078
18 H 0.084
19 H 0.038
20 H 0.070
21 C -0.059
22 C -0.420
23 C -0.263
24 O -0.164
25 C -0.094
26 N 0.041
27 H 0.099
28 H 0.063
29 H 0.090
30 H 0.133
31 H 0.118
32 H 0.131
33 H 0.091
34 H 0.083
35 H 0.060
36 H 0.056
37 H 0.104
38 C -0.068
39 C -0.412
40 C -0.196
41 O -0.204
42 C -0.088
43 N 0.041
44 H 0.087
45 H 0.062
46 H 0.077
47 H 0.141
48 H 0.140
49 H 0.062
50 H 0.048
51 H 0.095
52 H 0.076
53 H 0.101
54 H 0.005
55 C -0.040
56 C -0.422
57 C -0.209
58 O -0.210
59 C -0.119
60 N 0.058
61 H 0.046
62 H 0.075
63 H 0.071
64 H 0.131
65 H 0.135
66 H 0.124
67 H 0.083
68 H 0.089
69 H 0.082
70 H 0.071
71 H 0.070
72 C -0.051
73 C -0.445
74 C -0.166
75 O -0.210
76 C -0.105
77 N 0.045
78 H 0.090
79 H 0.089
80 H 0.051
81 H 0.075
82 H 0.131
83 H 0.122
84 H 0.104
85 H 0.055
86 H 0.079
87 H 0.059
88 H 0.037
89 C -0.048
90 C -0.461
91 C -0.198
92 O -0.192
93 C -0.120
94 N 0.041
95 H 0.057
96 H 0.088
97 H 0.064
98 H 0.142
99 H 0.119

2.
2 unconnected molecules or ions with the total composition C7H11IN2, computed with ωB97M-V/def2-TZVPD.

The geometry in ORCA input format:
```
! wB97M-V def2-TZVPD RIJCOSX def2/J DEFGRID3
* xyz 0 3
C 0.330 -1.536 1.028
C 1.221 -0.789 0.118
C 1.009 -1.450 -1.101
C 1.917 0.512 0.387
C -2.122 0.737 0.833
C -1.244 1.314 -1.406
C -1.971 0.513 -0.624
N -0.256 -2.502 0.401
N 0.112 -2.459 -0.825
I -3.100 -1.134 -1.518
H 0.128 -1.369 2.056
H 1.423 1.143 1.132
H 2.864 0.321 0.717
H 2.162 1.045 -0.563
H -1.639 1.631 1.006
H -3.139 1.053 1.106
H -1.880 -0.162 1.286
H 1.551 -1.275 -2.016
H -1.049 2.270 -0.967
H -0.893 1.074 -2.439
H -0.125 -3.095 -1.453
*
```

Summary:
Energy above the lowest of the compared OMol25 structures with the same formula, charge and spin in kJ/mol: 145.6
Energy in Eh: -680.303112
Strongest force on any atom in eV/Å: 5.15
HOMO-LUMO gap (spin up / spin down) in eV: 5.73 / 6.22
HOMO (spin up / spin down) in eV: -5.009 / -9.116

Charges obtained by Löwdin population analysis, quoted in units of e:
1 C -0.135
2 C -0.229
3 C -0.044
4 C -0.060
5 C -0.154
6 C -0.052
7 C -0.789
8 N 0.015
9 N -0.049
10 I 0.708
11 H 0.098
12 H 0.082
13 H 0.029
14 H 0.092
15 H 0.043
16 H 0.090
17 H 0.029
18 H 0.117
19 H 0.054
20 H 0.072
21 H 0.084

3.
A molecular structure, C4H5BaO5, computed with ωB97M-V/def2-TZVPD.

The geometry in ORCA input format:
```
! wB97M-V def2-TZVPD RIJCOSX def2/J DEFGRID3
* xyz 2 2
O 0.466 0.451 -0.946
C 0.023 1.504 -0.226
O -0.841 2.226 -0.715
O 0.232 1.441 1.031
Ba -1.892 2.121 -3.114
C 0.670 0.193 1.690
C -0.149 -0.976 1.268
H 1.732 0.073 1.448
H 0.535 0.423 2.752
H -1.197 -0.968 1.574
H 0.334 -1.954 1.300
O -1.403 -0.494 -1.764
C -0.311 -0.729 -1.203
O 0.450 -1.644 -1.725
H 1.353 -1.666 -1.372
*
```

Summary:
Energy in Eh: -556.477727
Strongest force on any atom in eV/Å: 5.88
HOMO-LUMO gap (spin up / spin down) in eV: 8.51 / 9.84
HOMO (spin up / spin down) in eV: -16.642 / -18.787

Charges obtained by Löwdin population analysis, quoted in units of e:
1 O 0.079
2 C -0.563
3 O -0.114
4 O 0.121
5 Ba 2.057
6 C -0.095
7 C 0.139
8 H 0.147
9 H 0.161
10 H 0.111
11 H 0.109
12 O -0.021
13 C -0.529
14 O 0.226
15 H 0.171

4.
A single BrH2NOS molecule, computed with ωB97M-V/def2-TZVPD.

The geometry in ORCA input format:
```
! wB97M-V def2-TZVPD RIJCOSX def2/J DEFGRID3
* xyz 0 1
N -0.651 -0.661 0.841
O 1.106 -0.761 -1.283
S 0.092 -0.044 -0.311
Br 0.713 2.021 0.243
H -0.171 -0.839 1.661
H -1.090 0.283 -1.150
*
```

Summary:
SMILES string: N=[S@H](=O)Br
Energy above the lowest of the compared OMol25 structures with the same formula, charge and spin in kJ/mol: 213.3
Energy in Eh: -3103.290399
Strongest force on any atom in eV/Å: 6.05
HOMO-LUMO gap in eV: 9.55
HOMO in eV: -10.602

Charges obtained by Löwdin population analysis, quoted in units of e:
1 N -0.299
2 O -0.486
3 S 0.358
4 Br 0.344
5 H -0.015
6 H 0.098

5.
A gas-phase ion, C2H6O2P (charge +1), computed with ωB97M-V/def2-TZVPD.

The geometry in ORCA input format:
```
! wB97M-V def2-TZVPD RIJCOSX def2/J DEFGRID3
* xyz 1 1
C 0.127 -1.702 -0.486
C 0.756 1.650 0.038
O -2.399 -0.423 1.133
O -1.349 0.334 0.822
P -0.129 0.045 -0.056
H 0.628 -1.551 -1.418
H -0.882 -2.174 -0.542
H 0.778 -2.265 0.328
H 0.699 2.029 1.039
H 0.071 2.488 -0.460
H 1.698 1.568 -0.399
*
```

Summary:
Energy above the lowest of the compared OMol25 structures with the same formula, charge and spin in kJ/mol: 540.9
Energy in Eh: -571.141786
Strongest force on any atom in eV/Å: 3.58
HOMO-LUMO gap (spin up / spin down) in eV: 7.68 / 9.39
HOMO (spin up / spin down) in eV: -14.242 / -16.004

Charges obtained by Löwdin population analysis, quoted in units of e:
1 C -0.152
2 C -0.133
3 O 0.050
4 O -0.331
5 P 1.081
6 H 0.038
7 H 0.086
8 H 0.132
9 H 0.058
10 H 0.138
11 H 0.033

6.
A single C6H10Br3NO2 molecule, computed with ωB97M-V/def2-TZVPD.

The geometry in ORCA input format:
```
! wB97M-V def2-TZVPD RIJCOSX def2/J DEFGRID3
* xyz 0 1
C -0.315 -2.594 0.624
C 0.679 2.850 0.166
C -0.634 -1.807 -0.695
C 0.268 1.537 -0.426
C -0.874 0.772 0.306
C -1.559 -0.579 -0.470
N -2.139 -0.242 -1.933
O -2.935 -1.003 -2.354
O -1.680 0.693 -2.497
Br 1.884 0.314 -0.433
Br -2.351 2.147 0.199
Br -3.123 -1.000 0.619
H -0.090 -1.879 1.545
H -1.118 -3.172 1.041
H 0.457 -3.205 0.370
H 0.943 2.701 1.132
H -0.145 3.457 0.039
H 1.428 3.379 -0.567
H 0.403 -1.657 -1.170
H -1.016 -2.619 -1.253
H 0.134 1.462 -1.532
H -0.773 0.650 1.304
*
```

Summary:
SMILES string: CC[C@@](Br)([C@H](Br)[C@@H](C)Br)[N+](=O)[O-]
Energy above the lowest of the compared OMol25 structures with the same formula, charge and spin in kJ/mol: 0.0
Energy in Eh: -8161.733709
Strongest force on any atom in eV/Å: 6.14
HOMO-LUMO gap in eV: 10.18
HOMO in eV: -10.044

Charges obtained by Löwdin population analysis, quoted in units of e:
1 C -0.129
2 C -0.175
3 C -0.276
4 C -0.729
5 C -0.560
6 C -0.647
7 N -0.446
8 O 0.073
9 O 0.060
10 Br 0.679
11 Br 0.725
12 Br 0.796
13 H 0.115
14 H 0.042
15 H 0.031
16 H 0.046
17 H -0.007
18 H 0.136
19 H 0.070
20 H 0.091
21 H 0.071
22 H 0.032